Below is one molecule with the formula C23H29N3O5S, with properties calculated with ωB97M-V/def2-TZVPD.

Last column: Mulliken charge in e.
CARTESIAN COORDINATES (ANGSTROEM)
H 6.55453 6.28436 -2.38321  0.291
C -4.17465 -3.43266 1.53617  0.919
H -2.85251 -0.60544 2.43423  0.512
S -3.10413 -0.50579 0.24246  1.368
H 3.66439 7.18004 -1.91978  0.333
H 5.82986 7.76957 -3.02084  0.381
H -4.58572 -6.80020 1.19400  0.413
N 3.41751 3.42387 -1.30034  0.155
H -1.68565 -3.60583 -2.16711  0.639
H 4.98317 7.31914 -0.71574  0.320
C 1.27186 -1.63192 -0.27372  -0.868
H 2.32066 -1.88376 -0.31979  0.495
C 0.32003 -2.50579 -0.75893  -0.887
O 2.89776 5.08199 -2.74821  -0.651
H 0.62973 -3.44242 -1.19840  0.482
C -1.04454 -2.22140 -0.68456  0.987
H -5.33546 -5.55833 0.18040  0.319
O -4.03129 -1.06992 -0.68937  -0.695
C -4.97583 -5.78572 1.18238  -1.641
C -0.46520 -0.12332 0.37338  -0.632
C 2.43005 2.51968 -1.84367  -1.227
N -3.37871 -1.15596 1.77014  -0.223
C 3.50876 4.68793 -1.78316  0.806
C -3.15917 -2.54776 1.90019  -0.012
H -6.30950 -3.46840 1.59858  0.522
H 2.92334 1.58118 -2.12150  0.262
C 1.91854 0.48985 0.88243  0.133
C 4.02482 2.96390 -0.07217  -0.717
C -5.51014 -2.92017 1.10308  -1.956
H -0.74980 -4.74094 2.79505  0.415
H 0.63880 1.50038 -1.18459  0.471
N 1.95716 1.76135 0.41987  0.108
C -1.40944 -1.01430 -0.10252  0.640
C 2.93254 2.68393 0.96551  -0.879
H 4.71848 3.71805 0.29362  0.456
C 4.61244 6.75541 -1.57451  -0.291
H 4.57210 2.03701 -0.27914  0.258
H 5.22888 6.19403 -3.55431  0.311
C -1.93307 -3.01673 2.35957  -0.518
H -2.12167 -4.04588 -0.51857  0.167
H -1.16681 -2.31289 2.65381  0.395
H -5.59659 -1.86323 1.33428  0.408
H -5.82840 -5.73860 1.85921  0.344
C -3.92038 -4.80688 1.59702  1.379
H -5.63074 -3.03330 0.02689  0.327
H 1.99869 2.98352 -2.73149  0.476
C -1.70057 -4.37575 2.43785  -0.903
C 5.62684 6.74925 -2.70867  -1.114
C -2.68627 -5.26223 2.04136  -0.945
O 2.64539 0.09475 1.77657  -0.680
C -2.03029 -3.21084 -1.21323  -1.857
H 2.42473 3.61681 1.23049  0.286
O -3.11514 0.91534 0.42613  -0.714
C 1.34101 2.23726 -0.79774  -0.347
H 3.36108 2.22882 1.85964  0.515
H -0.81209 0.79799 0.81621  0.587
H -3.00601 -2.75501 -1.33980  0.249
H -2.49764 -6.32517 2.08589  0.356
C 0.88849 -0.41414 0.27989  0.465
O 4.37602 5.44089 -1.07128  -0.390
H 0.79977 3.16436 -0.57993  0.196

Computed properties:
HOMO (Ha): -0.332
2S+1: 1
DFT total energy (eV): -49866.08696
Maximum force (eV/Å): 0.901
SMILES string: CCOC(=O)N1CCN(C(=O)c2ccc(C)c(S(=O)(=O)Nc3cccc(C)c3C)c2)CC1
LUMO (eV): 0.50